1.
The following is a quantum chemistry calculation of C19H24CeCl2O5PS4 as an isolated structure at a distorted geometry, from the Open Molecules 2025 dataset.

Summary:
spin multiplicity	1
E_tot	-120931.8766	eV
net charge	+1

Last column: Löwdin charge in e.
Element x y z (Å)
Ce (-0.6686, 0.4633, 0.5087)  0.287
Cl (2.1169, -0.1438, 0.3542)  0.801
C (2.6098, -0.0077, -1.3300)  -0.576
C (3.9679, 0.1074, -1.5312)  -0.095
C (4.4259, 0.2013, -2.8356)  -0.057
C (3.5291, 0.1785, -3.8876)  -0.091
C (2.1673, 0.0621, -3.6470)  -0.669
Cl (1.1061, 0.0478, -5.0095)  0.708
C (1.6544, -0.0385, -2.3435)  -0.658
S (-0.0601, -0.1960, -2.0808)  0.673
H (4.6516, 0.1231, -0.6943)  0.115
H (5.4872, 0.2897, -3.0241)  0.118
H (3.8771, 0.2523, -4.9087)  0.114
C (-6.7515, 1.2758, 1.9204)  -0.022
C (-5.4023, 0.6353, 2.0731)  -0.223
C (-4.7553, 0.0670, 0.9914)  -0.017
C (-3.4993, -0.5103, 1.1259)  -0.097
C (-2.8892, -0.5182, 2.3772)  -0.302
C (-3.5233, 0.0504, 3.4928)  -0.024
C (-4.7659, 0.6080, 3.3265)  0.003
S (-1.2670, -1.0852, 2.6026)  0.585
O (-1.1043, -1.9476, 3.6999)  -0.158
O (-0.4674, 0.2133, 2.6776)  -0.386
O (-0.8780, -1.6077, 1.2403)  -0.382
H (-7.1865, 1.0698, 0.9447)  0.086
H (-6.6658, 2.3589, 2.0310)  0.094
H (-7.4445, 0.9249, 2.6857)  0.094
H (-5.2329, 0.0688, 0.0202)  0.133
H (-3.0589, -1.0080, 0.2695)  0.121
H (-3.0550, 0.0296, 4.4688)  0.137
H (-5.2739, 1.0333, 4.1841)  0.133
C (-2.8017, 4.7633, 3.2149)  -0.035
C (-1.9302, 3.5295, 3.1644)  -0.389
C (-0.4976, 3.7859, 3.5552)  -0.050
O (-2.0609, 2.8649, 1.8378)  -0.341
P (-1.5313, 3.3545, 0.4277)  -0.096
S (-2.5267, 2.1708, -0.8198)  0.468
S (0.4456, 3.0254, 0.3611)  0.466
O (-1.9005, 4.8565, 0.3293)  -0.271
C (-1.4617, 5.9258, -0.6115)  -0.392
C (-0.2408, 6.6011, -0.0400)  -0.044
C (-1.2908, 5.3981, -2.0137)  -0.056
H (-2.9795, 4.9992, 4.2657)  0.097
H (-3.7659, 4.5982, 2.7343)  0.092
H (-2.3245, 5.6242, 2.7480)  0.079
H (-2.3603, 2.7659, 3.8101)  0.133
H (-0.0330, 4.5522, 2.9324)  0.075
H (0.1169, 2.8879, 3.5157)  0.075
H (-0.5003, 4.1530, 4.5833)  0.101
H (-2.3083, 6.6067, -0.5697)  0.147
H (0.6478, 5.9731, -0.1156)  0.067
H (-0.3936, 6.8751, 1.0040)  0.085
H (-0.0579, 7.5163, -0.6056)  0.096
H (-0.4583, 4.6952, -2.0884)  0.076
H (-1.0641, 6.2484, -2.6590)  0.098
H (-2.1945, 4.9174, -2.3852)  0.079

=====

2.
The following is a quantum chemistry calculation of one molecule with the formula C3H3ClFNO at a distorted geometry, from the Open Molecules 2025 dataset.

Summary:
spin multiplicity	1
E_tot	-21934.4135	eV
SMILES string	O/N=C\C(Cl)=C/F

Last column: Löwdin charge in e.
Element x y z (Å)
C (0.2380, -1.1394, -0.0020)  -0.172
C (-0.4651, 0.1534, 0.0063)  -0.621
C (-1.8119, 0.1752, 0.0001)  -0.180
H (3.2305, -0.8236, 0.0130)  0.111
H (-0.4413, -1.9805, 0.0154)  0.116
H (-2.4296, 1.0900, 0.0082)  0.126
N (1.4635, -1.4594, 0.0017)  -0.016
O (2.3428, -0.4117, -0.0046)  -0.098
F (-2.5277, -0.9482, -0.0034)  0.031
Cl (0.3315, 1.6837, -0.0005)  0.703

=====

3.
The following is a quantum chemistry calculation of a 2-piece molecular cluster, C25H51FN3O3 overall at a distorted geometry, from the Open Molecules 2025 dataset.

Summary:
spin multiplicity	1
E_tot	-40063.7409	eV
net charge	+1

Last column: Löwdin charge in e.
Element x y z (Å)
C (6.6591, -4.0149, 1.5307)  -0.161
C (7.1678, -3.8483, -0.0397)  -0.270
C (8.0925, -2.5069, -0.2437)  -0.233
C (7.2666, -1.1561, -0.6695)  -0.219
C (5.6479, -1.2276, -0.4180)  -0.219
C (4.9611, 0.2937, -0.5135)  -0.202
C (4.7950, 0.9256, 1.0000)  -0.226
C (3.3651, 1.6878, 1.2666)  -0.211
C (2.1203, 0.5865, 1.1555)  -0.217
C (0.6903, 1.1537, 1.7298)  -0.224
C (-0.3924, 1.4671, 0.5212)  -0.218
C (-0.7379, 0.1437, -0.4150)  -0.213
C (-2.2838, 0.3767, -1.0067)  -0.204
C (-2.4523, -0.3396, -2.4698)  -0.216
C (-3.8764, -1.1138, -2.7122)  -0.184
C (-4.0343, -2.2472, -1.4903)  -0.227
C (-5.1242, -1.8053, -0.3529)  -0.180
C (-4.7881, -2.2706, 1.1764)  -0.159
N (-3.3256, -2.4530, 1.5042)  -0.094
C (-2.7548, -1.6515, 2.6657)  -0.091
C (-2.2055, -2.9126, 3.6100)  -0.131
N (-2.5013, -4.2774, 2.9647)  0.076
C (-2.7902, -3.8745, 1.5306)  -0.067
N (-2.5557, -4.7664, 0.4946)  0.129
F (-2.0438, -6.0307, 0.6942)  0.057
H (7.2706, -4.8503, 2.1001)  0.077
H (6.6594, -2.9812, 2.1245)  0.078
H (5.5409, -4.4096, 1.4924)  0.070
H (6.2860, -3.9222, -0.8244)  0.101
H (7.8603, -4.7930, -0.2606)  0.108
H (8.7782, -2.3176, 0.7130)  0.119
H (8.8622, -2.7685, -1.1173)  0.110
H (7.5580, -0.8717, -1.7789)  0.117
H (7.6812, -0.2794, 0.0241)  0.117
H (5.1616, -1.9555, -1.2282)  0.112
H (5.4171, -1.6514, 0.6529)  0.090
H (5.6355, 0.9908, -1.1990)  0.118
H (3.9259, 0.1746, -1.0872)  0.098
H (4.9073, 0.1167, 1.8646)  0.113
H (5.6996, 1.6844, 1.1473)  0.118
H (3.1556, 2.5063, 0.4551)  0.119
H (3.3894, 2.1282, 2.3607)  0.116
H (2.0319, 0.3329, 0.0064)  0.090
H (2.3606, -0.4311, 1.7044)  0.115
H (0.1849, 0.4333, 2.5330)  0.096
H (0.8660, 2.1888, 2.2966)  0.117
H (0.0935, 2.2936, -0.1692)  0.127
H (-1.4193, 1.8342, 0.9901)  0.115
H (-0.7156, -0.8681, 0.1900)  0.099
H (-0.0204, 0.1183, -1.3459)  0.110
H (-2.4741, 1.5439, -1.0976)  0.116
H (-2.9978, -0.0158, -0.1679)  0.089
H (-2.3341, 0.5145, -3.2804)  0.114
H (-1.5558, -1.0900, -2.6477)  0.117
H (-3.7473, -1.7560, -3.7092)  0.123
H (-4.8242, -0.4280, -2.7218)  0.120
H (-2.9408, -2.4207, -1.0998)  0.082
H (-4.3744, -3.2845, -1.9616)  0.114
H (-6.1614, -2.3161, -0.6421)  0.133
H (-5.3019, -0.6505, -0.4275)  0.115
H (-5.4044, -3.2295, 1.5176)  0.146
H (-5.1800, -1.3958, 1.8890)  0.145
H (-3.4856, -1.0439, 3.3584)  0.151
H (-1.8672, -1.0471, 2.1491)  0.119
H (-1.1348, -2.8216, 4.0791)  0.144
H (-2.9569, -2.8597, 4.5084)  0.126
H (-1.6502, -4.8840, 3.0244)  0.138
H (-2.7582, -4.5189, -0.5006)  0.170
C (-5.3626, 7.3188, -0.8871)  -0.067
C (-4.2439, 6.6598, -0.0969)  -0.218
O (-3.8489, 5.4207, -0.6984)  0.016
C (-3.0802, 5.5252, -1.8111)  -0.550
O (-2.7030, 6.5653, -2.3285)  0.115
O (-2.8306, 4.2732, -2.2690)  -0.026
C (-2.1160, 4.2467, -3.5046)  -0.047
H (-6.2012, 6.6273, -1.0154)  0.082
H (-5.7174, 8.2188, -0.3780)  0.083
H (-5.0291, 7.6017, -1.8899)  0.076
H (-4.6053, 6.4232, 0.9090)  0.122
H (-3.3813, 7.3273, 0.0186)  0.127
H (-1.1932, 4.8304, -3.4440)  0.100
H (-2.7556, 4.6165, -4.3104)  0.103
H (-1.8523, 3.2077, -3.7209)  0.081

=====

4.
The following is a quantum chemistry calculation of a 2-piece molecular cluster, C11H22BrFN2O2S overall at a distorted geometry, from the Open Molecules 2025 dataset.

Summary:
spin multiplicity	1
E_tot	-102430.9083	eV
SMILES string	C#CN(C[C@H](C)Br)S(=O)(=O)F.CCN(CC)CC

Last column: Löwdin charge in e.
Element x y z (Å)
C (-1.5718, -0.5019, -0.4623)  0.152
C (-1.7669, -1.5866, -0.0268)  -0.207
N (-1.9604, -2.9207, 0.2359)  -0.158
C (-3.3630, -3.2771, 0.5709)  -0.251
C (-4.3415, -3.3449, -0.6096)  -0.684
C (-4.8478, -1.9641, -1.1108)  -0.128
Br (-5.9340, -4.3116, 0.0852)  0.691
S (-1.2565, -3.9125, -0.9103)  0.604
O (0.1192, -3.9966, -0.6288)  -0.214
O (-1.9160, -5.1582, -0.9441)  -0.215
F (-1.4234, -3.2031, -2.3011)  -0.115
H (-1.3675, 0.4314, -0.9161)  0.049
H (-3.3710, -4.2353, 1.0862)  0.098
H (-3.7634, -2.5498, 1.2768)  0.132
H (-4.0043, -3.9447, -1.4478)  0.066
H (-5.9161, -1.8427, -0.9580)  0.044
H (-4.3731, -1.1699, -0.5347)  0.062
H (-4.6254, -1.8952, -2.1744)  0.081
C (3.1411, 1.9149, -1.9492)  -0.091
C (3.0025, 2.8015, -0.7202)  -0.277
N (1.8459, 2.4774, 0.0950)  -0.201
C (1.5447, 3.4890, 1.0950)  -0.253
C (2.5722, 3.7316, 2.2056)  -0.087
C (1.7547, 1.0984, 0.5460)  -0.258
C (2.9150, 0.5326, 1.3719)  -0.078
H (2.2289, 1.9293, -2.5476)  0.078
H (3.9587, 2.2779, -2.5736)  0.072
H (3.3683, 0.8809, -1.6856)  0.065
H (2.8967, 3.8324, -1.0686)  0.117
H (3.9389, 2.7606, -0.1439)  0.101
H (0.5789, 3.2559, 1.5526)  0.110
H (1.3858, 4.4367, 0.5699)  0.108
H (2.5700, 2.9304, 2.9433)  0.054
H (2.3246, 4.6527, 2.7379)  0.070
H (3.5844, 3.8438, 1.8160)  0.066
H (1.6258, 0.4627, -0.3349)  0.096
H (0.8252, 0.9698, 1.1073)  0.106
H (3.8888, 0.7876, 0.9514)  0.068
H (2.8473, -0.5572, 1.3963)  0.073
H (2.8844, 0.8746, 2.4053)  0.055

=====

5.
The following is a quantum chemistry calculation of an isolated ion of composition C3H8NS2 and charge +1 at a distorted geometry, from the Open Molecules 2025 dataset.

Summary:
spin multiplicity	1
E_tot	-26391.9790	eV
net charge	+1

Last column: Löwdin charge in e.
Element x y z (Å)
C (0.6863, -1.8074, 0.9780)  -0.082
C (0.5227, -1.0506, -0.0858)  -0.981
C (-0.3761, 1.7133, 0.1929)  -0.253
N (-1.1209, 1.6666, -0.8771)  0.035
S (-0.3863, -1.3041, -1.5651)  0.833
S (1.4783, 0.5331, -0.1823)  0.948
H (0.0215, -2.7042, 1.1513)  0.095
H (1.5110, -2.0047, 1.6641)  0.081
H (-0.9284, 1.2452, 1.1007)  0.160
H (0.2781, 2.5161, 0.4559)  0.069
H (-0.9999, 2.1536, -1.7435)  0.130
H (-2.0178, 1.1126, -0.7513)  0.154
H (-0.7371, -2.4889, -1.3399)  -0.151
H (2.0684, 0.4195, 1.0021)  -0.040

=====

6.
The following is a quantum chemistry calculation of C15H27N3O2 as an isolated structure at a distorted geometry, from the Open Molecules 2025 dataset.

Summary:
spin multiplicity	1
E_tot	-24542.1857	eV

Last column: Löwdin charge in e.
Element x y z (Å)
N (-0.5962, -2.7019, -1.0351)  -0.031
H (0.1639, -3.2689, -1.6567)  0.145
H (-1.1405, -2.2059, -1.8099)  0.103
C (-1.3027, -3.5750, -0.1870)  -0.405
C (-1.9526, -2.8825, 0.8094)  -0.230
C (-3.1328, -1.8205, 0.5521)  -0.160
C (-2.8127, -0.3971, 0.9385)  -0.045
H (-2.4690, -0.1417, 1.7003)  -0.040
H (-3.6498, 0.3877, 0.5071)  0.168
C (-1.5132, 0.1728, -0.1079)  -0.132
N (-0.8556, 1.4647, 0.5791)  0.048
C (-1.2957, 2.6558, 0.4376)  -0.576
O (-0.5524, 3.2723, 0.9680)  0.197
C (-2.4611, 2.9373, -0.1932)  -0.461
O (-3.1917, 3.7918, -0.1201)  0.219
N (-2.8388, 1.9434, -1.0983)  0.116
H (-3.5368, 2.0229, -1.7452)  0.106
C (-2.0643, 0.7059, -1.3672)  -0.152
H (-2.5711, 0.1414, -2.0073)  0.074
H (-1.1889, 0.9960, -1.9781)  0.130
C (0.3408, 0.8839, 1.2135)  -0.226
H (0.5369, 1.8440, 2.0774)  0.206
H (0.1357, 0.1585, 2.0132)  0.135
C (1.5065, 0.5677, 0.5737)  -0.298
C (1.9749, 1.8666, -0.7257)  -0.034
C (3.2483, 1.3469, -1.3759)  -0.212
C (4.3573, 0.6965, -0.5118)  -0.345
C (3.9852, -0.1333, 0.3437)  -0.268
C (2.6790, 0.0418, 1.3669)  -0.037
H (3.0769, 0.8562, 1.9930)  0.131
H (2.4849, -0.6653, 1.8241)  -0.021
H (4.7600, -0.6185, 0.8755)  0.112
H (3.7112, -1.1076, -0.2327)  0.153
H (4.6469, 1.5865, 0.0966)  0.148
H (5.1532, 0.5328, -1.1450)  0.111
H (3.4919, 2.3821, -1.9440)  0.143
H (2.9062, 0.5159, -2.2085)  0.153
H (2.2398, 2.5647, 0.4164)  0.207
H (1.1171, 2.0485, -1.0903)  -0.017
H (1.1639, -0.1939, -0.1477)  0.125
H (-0.7921, -0.6974, -0.1135)  0.097
H (-3.4118, -1.7945, -0.3256)  0.004
H (-4.1057, -2.0026, 1.0538)  0.124
H (-1.2243, -2.2894, 1.4724)  0.136
H (-2.4893, -3.3367, 1.6279)  0.108
H (-0.4726, -4.2861, 0.2758)  0.163
H (-2.0586, -4.2662, -0.5893)  0.120

=====

7.
The following is a quantum chemistry calculation of one molecule with the formula C2H5O3P at a distorted geometry, from the Open Molecules 2025 dataset.

Summary:
spin multiplicity	1
E_tot	-17587.0319	eV

Last column: Löwdin charge in e.
Element x y z (Å)
C (0.1683, -1.7166, 0.0559)  -0.330
C (-0.7340, 1.5132, -0.1261)  -0.112
O (2.0655, 1.0180, 0.0568)  -0.232
O (0.3560, -0.8473, -1.0467)  -0.177
O (0.5369, -0.8515, 1.1006)  -0.144
P (0.7756, 0.3790, 0.0653)  0.589
H (-0.8182, -2.1936, 0.2786)  0.128
H (0.7045, -2.6798, -0.1916)  0.134
H (-0.3532, 2.3746, 0.4381)  0.037
H (-1.0901, 1.7948, -1.1104)  0.050
H (-1.6113, 1.2093, 0.4794)  0.057